# C2H2FP

The molecule C2H2FP (ωB97M-V/def2-TZVPD, the OMol25 dataset).

Structure (XYZ):
```
6
Properties=species:S:1:pos:R:3:forces:R:3:mulliken_charge:R:1
F 2.10912 1.06375 0.14845 -2.0093 -2.6516 -0.4581 -0.462
P 1.13170 -0.54437 -0.06160 0.3613 2.6488 0.5438 0.239
C -0.51999 -0.13645 -0.68178 1.7414 -0.6431 2.1594 -0.301
C -0.51925 -0.24271 0.63225 2.5286 0.0118 -3.0726 -0.320
H -1.12804 -0.02134 -1.50951 -1.0333 0.4662 -1.4203 0.412
H -1.07353 -0.11888 1.47219 -1.5886 0.1679 2.2479 0.432
```
Forces are in eV/Å.

For the electronic energy, the calculation gives -518.56293 Eh. The calculation puts the HOMO energy at -10.402 eV. Its gap between HOMO and LUMO is 11.27 eV. The value obtained for the relative energy (zero: lowest compared OMol25 entry of this formula, charge and spin) is 0.695 eV. The charge is 0. As for the structure (SMILES): FP1=CC=1.